No. 1
Molecular formula: CH35BClO21P
Method: DFT, ωB97M-V/def2-TZVPD

Cartesian coordinates (Å):
O1 2.4085 0.4565 -0.8687
P1 0.9846 0.1319 -0.9819
O2 0.6420 -0.9041 -2.1301
O3 0.1765 1.4955 -1.3287
Cl1 -1.4298 1.2894 -1.8010
O4 0.3172 -0.3980 0.3379
C1 0.0625 -1.8396 0.4444
B1 1.4194 -2.6611 0.4929
O5 2.4181 -2.2239 1.3319
O6 1.5817 -3.7841 -0.2896
H1 -0.2888 -1.1798 -2.1828
H2 -0.4632 -1.9598 1.3919
H3 -0.6166 -2.1577 -0.3406
H4 3.1125 -2.9085 1.3218
H5 2.4996 -3.9059 -0.5548
O7 -2.7327 -1.2905 -0.1693
H6 -3.4598 -1.8801 -0.3895
H7 -3.1732 -0.4903 0.1381
O8 -1.5852 -1.1084 3.1070
H8 -1.9271 -1.4264 3.9484
H9 -0.8617 -0.5008 3.3218
O9 -2.6420 -2.6133 -2.9687
H10 -3.4837 -2.1930 -3.1679
H11 -2.8373 -3.5530 -2.9154
O10 0.3837 4.1123 -2.8271
H12 0.2115 3.5051 -2.0997
H13 1.2989 4.3764 -2.6893
O11 -3.6512 3.0549 -0.7740
H14 -4.2457 3.6881 -0.3542
H15 -2.9251 3.5803 -1.1216
O12 -4.7789 2.8249 1.9285
H16 -4.6982 2.4323 2.8047
H17 -4.5636 2.1010 1.3301
O13 5.1965 0.2113 -2.3363
H18 4.2858 0.3310 -2.0333
H19 5.6233 1.0495 -2.1417
O14 5.1195 -2.6225 0.0834
H20 5.9701 -2.2514 -0.1698
H21 4.6255 -1.8597 0.4074
O15 1.3587 -0.1887 3.2776
H22 1.5780 -1.1197 3.1519
H23 1.8490 0.2464 2.5706
O16 3.8128 -4.1349 2.7548
H24 3.8024 -3.5268 3.5006
H25 4.6607 -4.5848 2.8186
O17 -2.8081 1.8146 3.3525
H26 -2.4738 0.9111 3.2820
H27 -2.3134 2.3168 2.6989
O18 0.2119 6.4769 -4.7558
H28 0.0830 5.8381 -4.0439
H29 1.1102 6.7991 -4.6516
O19 0.8360 -3.6743 -3.4094
H30 1.0674 -4.3133 -2.7286
H31 1.0046 -2.8243 -2.9905
O20 -5.3611 0.6514 -0.5357
H32 -6.1330 1.2005 -0.3655
H33 -4.7020 1.2760 -0.8746
O21 1.6760 2.5730 4.3730
H34 1.7590 3.0466 3.5419
H35 1.3418 1.6969 4.1438

Computed properties:
**Net charge**: 0
**E_tot**: -2465.7016 Ha


No. 2
Molecular formula: C4H34O13
Method: DFT, ωB97M-V/def2-TZVPD

Cartesian coordinates (Å):
C1 -8.4636 26.9405 10.3637
C2 -7.6630 26.4719 11.4822
O1 -8.0876 27.0670 12.7675
H1 -8.1049 26.4296 9.4702
H2 -8.4639 28.0289 10.3043
H3 -9.5035 26.6150 10.3937
H4 -6.5933 26.5668 11.2955
H5 -7.8947 25.4074 11.4480
H6 -7.4919 26.7761 13.4618
C3 -12.1966 25.7736 9.6805
C4 -12.9268 25.3324 8.4124
O2 -11.9401 24.9185 7.5052
H7 -11.6836 26.7353 9.6914
H8 -11.5199 25.0100 10.0641
H9 -12.9370 25.8074 10.4798
H10 -13.4167 26.2125 7.9960
H11 -13.5862 24.4905 8.6233
H12 -11.2914 25.6261 7.5154
O3 -9.0002 25.4910 15.8064
H13 -9.4391 25.3447 14.9684
H14 -8.1068 25.7396 15.5692
O4 -7.5633 30.6710 11.8165
H15 -7.2711 31.3530 12.4211
H16 -8.2376 30.1941 12.3003
O5 -3.7378 26.7074 10.6489
H17 -3.5497 27.1483 9.8204
H18 -4.3099 27.3140 11.1190
O6 -10.2781 25.2311 13.5343
H19 -10.2263 24.3661 13.1277
H20 -9.7163 25.7851 12.9923
O7 -10.0219 29.4245 12.4389
H21 -9.3303 28.7855 12.6110
H22 -10.0947 29.9242 13.2521
O8 -6.3934 26.6425 15.0428
H23 -5.6955 27.2654 14.8401
H24 -5.9395 25.8124 15.1879
O9 -9.1149 30.4955 9.3276
H25 -9.7396 29.8692 8.9620
H26 -9.2996 30.4982 10.2668
O10 -6.5590 23.4819 10.3334
H27 -5.7438 23.6744 10.7966
H28 -6.3739 22.6797 9.8451
O11 -5.1266 28.9793 11.4779
H29 -5.7938 29.6629 11.5385
H30 -4.5635 29.1254 12.2380
O12 -10.1151 23.0139 11.7115
H31 -9.2893 23.0561 11.2294
H32 -10.5803 22.2713 11.3262
O13 -6.5642 30.1369 8.6103
H33 -6.1421 29.6580 9.3236
H34 -7.4255 30.3716 8.9555

Computed properties:
**Net charge**: 0
**Energy above the lowest of the compared OMol25 structures with the same formula, charge and spin**: 0.277 eV


No. 3
Molecular formula: H37O19
Method: DFT, ωB97M-V/def2-TZVPD

Cartesian coordinates (Å):
O1 2.8554 -1.1173 4.0595
H1 -2.5076 1.9450 -1.0341
H2 0.8248 0.0482 0.4583
O2 -1.3384 2.1357 3.7412
H3 -1.8326 -1.3793 0.9199
H4 -1.4853 1.6954 2.8609
O3 1.2663 0.2757 -0.4589
H5 4.4387 0.2836 -1.6916
H6 -0.9459 4.6428 -0.2275
O4 0.4439 -3.2886 2.5099
H7 0.3276 -2.8862 3.3802
H8 1.2559 -2.8887 2.1692
O5 3.4504 1.4677 0.4633
H9 0.1057 0.1655 -1.7502
H10 2.6548 0.8812 0.5747
O6 3.0390 -2.5027 0.6279
H11 -2.2388 -1.3487 -1.7931
H12 2.1700 -2.5549 0.2377
O7 -1.7503 4.7358 0.3062
H13 -0.0701 -0.0851 2.4795
H14 -1.3699 4.2841 1.0764
O8 0.2659 -0.7825 1.9364
H15 -4.3497 0.7850 -1.8003
O9 0.6332 -3.2666 -3.3114
H16 -2.5558 -2.4713 -2.6192
H17 -0.2668 -3.1093 -3.5978
O10 4.2705 1.2244 -2.1294
H18 -2.2847 -0.0411 1.7328
H19 3.7357 1.7190 -1.5059
O11 -1.8468 1.4577 1.2519
H20 -2.0679 2.3722 0.9650
H21 -0.4869 1.7163 1.3811
O12 -2.1235 -1.0857 1.7734
H22 3.0652 -1.7844 1.2569
H23 -1.3287 -4.2413 -0.2401
O13 -2.6924 -1.5102 -2.6272
H24 -2.0130 -3.1237 0.2946
H25 -0.3481 -1.6107 2.0714
O14 -4.9799 1.4220 -1.3705
H26 1.2361 1.2590 -0.3697
H27 0.9177 -2.3353 -3.1746
O15 2.2450 0.4861 -3.7775
H28 3.1419 0.4731 -3.4685
H29 2.2711 1.4599 -3.8113
O16 -1.7122 -3.4173 -0.5652
H30 3.4147 2.1175 1.1759
H31 2.4272 -2.0698 4.1316
O17 -0.3147 -0.2272 -2.5711
H32 -4.3841 2.1946 -1.4811
H33 0.5230 0.1106 -3.0720
O18 -2.4640 1.5731 -1.9191
H34 -1.5842 1.1190 -1.9473
H35 -2.0176 2.8310 3.6525
O19 0.5030 2.1489 1.5698
H36 3.5636 -1.6095 3.5857
H37 0.5298 2.5002 2.4499

Computed properties:
**Net charge**: -1
**Energy above the lowest of the compared OMol25 structures with the same formula, charge and spin**: 4.196 eV


No. 4
Molecular formula: C16H26MnN3O3S
Method: DFT, ωB97M-V/def2-TZVPD

Cartesian coordinates (Å):
Mn1 -0.2063 -1.0836 -2.6525
C1 2.3291 -1.3973 0.8859
C2 1.1257 -1.4278 -0.0136
N1 1.2432 -1.4678 -1.3209
O1 2.5986 -1.3676 -1.7371
C3 -1.3661 -1.3856 0.0044
C4 -2.6373 -1.5288 0.7714
N2 -1.3526 -1.2403 -1.2567
O2 -2.3153 -1.2535 -2.1587
H1 3.2260 -1.1886 0.3188
H2 2.4345 -2.3610 1.3846
H3 2.1910 -0.6495 1.6631
H4 2.7597 -2.2036 -2.1935
H5 -2.4784 -1.8116 1.8061
H6 -3.2563 -2.2782 0.2773
H7 -3.1933 -0.5907 0.7391
C5 -0.1170 -4.0146 1.8420
C6 -0.1020 -2.7606 2.6689
C7 -0.1249 -2.8116 4.0589
C8 -0.1571 -1.6455 4.8082
C9 -0.1728 -0.4066 4.1867
C10 -0.1477 -0.3144 2.7995
C11 -0.1750 1.0141 2.0989
C12 -0.1009 -1.5028 2.0769
N3 -0.0918 -1.4145 0.6273
H8 -0.1062 -4.8950 2.4809
H9 0.7451 -4.0844 1.1758
H10 -1.0092 -4.0717 1.2148
H11 -0.1272 -3.7729 4.5551
H12 -0.1767 -1.7038 5.8880
H13 -0.2048 0.4974 4.7804
H14 -0.0934 1.8321 2.8116
H15 -1.1043 1.1543 1.5418
H16 0.6425 1.1125 1.3806
C13 2.0222 4.0048 -1.9401
C14 1.4042 3.1170 -3.0073
S1 0.1195 2.0843 -2.3002
O3 0.0377 0.8563 -3.2022
C15 -1.3547 3.0233 -2.6834
C16 -1.6790 3.1357 -4.1638
H17 2.7964 4.6242 -2.3891
H18 2.4734 3.4172 -1.1423
H19 1.2886 4.6767 -1.4932
H20 2.1142 2.4002 -3.4228
H21 0.9882 3.6912 -3.8335
H22 -1.2048 3.9901 -2.1939
H23 -2.1482 2.5059 -2.1415
H24 -1.0119 3.8176 -4.6875
H25 -2.6920 3.5193 -4.2709
H26 -1.6326 2.1598 -4.6421

Computed properties:
**⟨S²⟩**: 3.791
**Multiplicity**: 4
**Net charge**: +1
**E_tot**: -2564.1118 Ha


No. 5
Molecular formula: C3H2FNOS
Method: DFT, ωB97M-V/def2-TZVPD

Cartesian coordinates (Å):
F1 -1.0649 -1.1214 -1.4605
C1 -0.6604 -0.0897 -0.7468
N1 -1.1732 1.1399 -0.9645
C2 -0.5092 1.9048 -0.1556
O1 0.3505 1.2976 0.6569
C3 0.2385 -0.0628 0.2815
S1 1.2831 -1.2180 1.1240
H1 -0.7797 2.9271 0.0403
H2 0.8294 -2.2197 0.3423

Computed properties:
**SMILES**: Fc1ncoc1S
**Net charge**: 0
**Energy above the lowest of the compared OMol25 structures with the same formula, charge and spin**: 0.147 eV


No. 6
Molecular formula: C29H56ClN3O7PS
Method: DFT, ωB97M-V/def2-TZVPD

Cartesian coordinates (Å):
C1 3.1972 2.4252 0.8385
C2 2.5977 1.2051 0.1263
C3 3.4184 -0.0249 0.5171
C4 3.3300 -1.3296 -0.2671
O1 4.2114 -1.3408 -1.3472
P1 3.6734 -2.3493 -2.6865
C5 5.1698 -1.7697 -3.6740
Cl1 5.0615 -3.9814 -1.7585
C6 3.1056 -3.6232 -3.9610
C7 2.8632 -3.1027 -5.3759
C8 1.6066 -2.2114 -5.4571
S1 0.3829 -2.9986 -6.5576
O2 2.3707 -2.8384 -1.6719
C9 1.9901 -1.7750 -0.8299
C10 0.9528 -2.2845 0.1554
C11 -0.4990 -2.0278 -0.3428
C12 -1.3436 -3.2925 -0.4343
C13 -1.0159 -4.1550 -1.6596
O3 -0.6742 -3.3326 -2.7725
O4 2.5754 1.3774 -1.2753
C14 1.6197 2.3127 -1.7204
C15 0.2574 1.7115 -1.9635
C16 -0.0368 1.0768 -3.1800
C17 -1.2999 0.5266 -3.4072
C18 -2.2821 0.5965 -2.4105
C19 -1.9959 1.2165 -1.1908
C20 -0.7323 1.7807 -0.9742
H1 3.3472 2.1998 1.8932
H2 4.1553 2.6625 0.3756
H3 2.5574 3.3053 0.7708
H4 1.5752 1.0621 0.5097
H5 4.4725 0.2658 0.4559
H6 3.2023 -0.2078 1.5712
H7 3.6200 -2.1233 0.4460
H8 2.8655 -1.2937 -3.2330
H9 5.6461 -2.6212 -4.1572
H10 5.8794 -1.2878 -3.0059
H11 4.8538 -1.0332 -4.4174
H12 3.8089 -4.4542 -3.9745
H13 2.1526 -4.0318 -3.6171
H14 3.7277 -2.5885 -5.7939
H15 2.6921 -3.9733 -6.0180
H16 1.8594 -1.2267 -5.8468
H17 1.1641 -2.0809 -4.4734
H18 -0.7557 -2.5245 -6.0370
H19 1.5620 -0.9638 -1.4344
H20 1.0505 -1.8032 1.1291
H21 1.0890 -3.3586 0.2650
H22 -0.4932 -1.5329 -1.3108
H23 -0.9865 -1.3367 0.3516
H24 -1.2083 -3.9007 0.4617
H25 -2.4051 -3.0289 -0.4774
H26 -0.1936 -4.8418 -1.4336
H27 -1.8852 -4.7662 -1.9228
H28 -0.8129 -3.8399 -3.5752
H29 1.4988 3.1425 -1.0203
H30 2.0061 2.7314 -2.6513
H31 0.7434 1.0166 -3.9278
H32 -1.5132 0.0505 -4.3521
H33 -3.2545 0.1578 -2.5997
H34 -2.7410 1.2571 -0.4061
H35 -0.5316 2.2677 -0.0275
C21 0.5952 -0.8271 5.1019
C22 -0.4117 -1.0209 3.9909
O5 -0.4588 -2.0402 3.3267
N1 -1.2665 0.0106 3.7424
C23 -1.3330 1.2898 4.4220
H36 1.2008 -1.7258 5.1665
H37 1.2420 0.0260 4.8954
H38 0.0970 -0.6555 6.0566
H39 -1.9047 -0.1733 2.9846
H40 -2.3212 1.4280 4.8694
H41 -1.1561 2.1001 3.7089
H42 -0.5912 1.3531 5.2085
C24 -7.9362 0.4922 -3.3347
C25 -6.4264 0.5375 -3.2351
O6 -5.7207 -0.2520 -3.8358
N2 -5.8832 1.5007 -2.4427
C26 -6.5674 2.5107 -1.6639
H43 -8.2052 -0.3238 -3.9976
H44 -8.3861 0.3188 -2.3564
H45 -8.3282 1.4253 -3.7413
H46 -4.8749 1.4827 -2.4140
H47 -6.2688 3.5106 -1.9846
H48 -6.3274 2.4065 -0.6038
H49 -7.6418 2.4189 -1.7825
C27 1.2339 3.3817 8.8304
C28 0.2047 3.2745 7.7297
O7 0.0977 2.2716 7.0435
N3 -0.6075 4.3444 7.5234
C29 -0.6236 5.6088 8.2311
H50 1.7939 2.4528 8.8611
H51 1.9225 4.2054 8.6396
H52 0.7545 3.5406 9.7970
H53 -1.2691 4.2096 6.7754
H54 -1.5948 5.7736 8.7008
H55 -0.4267 6.4348 7.5456
H56 0.1365 5.6180 9.0046

Computed properties:
**Net charge**: -1
**E_tot**: -3029.3730 Ha


No. 7
Molecular formula: C48H54F6O24S6
Method: DFT, ωB97M-V/def2-TZVPD

Cartesian coordinates (Å):
F1 -3.7669 0.5001 1.8951
C1 -3.7084 0.9777 3.1478
C2 -3.0511 0.2773 4.1651
C3 -2.9152 0.8077 5.4200
C4 -3.3215 2.1382 5.6104
C5 -4.0637 2.7838 4.6290
C6 -4.2191 2.2475 3.3757
H1 -2.5555 -0.6767 3.8626
H2 -2.4382 0.1548 6.1527
H3 -3.1632 2.6293 6.5837
H4 -4.5491 3.7444 4.8619
H5 -4.7784 2.6958 2.5653
F2 1.6933 -6.7262 -4.7945
C7 0.4797 -6.2840 -4.3632
C8 -0.1430 -5.2319 -4.9282
C9 -1.4213 -4.8807 -4.4715
C10 -2.0523 -5.5759 -3.5282
C11 -1.3603 -6.6457 -2.9398
C12 -0.1358 -7.0349 -3.3732
H6 0.3709 -4.5916 -5.6449
H7 -1.9473 -4.0678 -4.9944
H8 -3.0667 -5.3445 -3.1511
H9 -1.7938 -7.2342 -2.1604
H10 0.2459 -7.9335 -2.9574
F3 -0.5321 7.3791 2.5202
C13 -1.4319 6.4292 2.1803
C14 -1.0142 5.6307 1.1222
C15 -1.8267 4.6451 0.7214
C16 -3.1041 4.4517 1.2561
C17 -3.5370 5.3659 2.1678
C18 -2.7235 6.4169 2.6179
H11 0.0190 5.7848 0.8152
H12 -1.4838 3.9661 0.0418
H13 -3.7967 3.6791 0.9410
H14 -4.5052 5.2232 2.5719
H15 -3.2866 7.0756 3.2458
F4 -6.3482 -2.3278 -3.1527
C19 -5.6794 -1.6721 -4.1228
C20 -4.3065 -1.9033 -4.2769
C21 -3.6687 -1.2882 -5.3252
C22 -4.3899 -0.5204 -6.2500
C23 -5.7248 -0.2289 -6.0003
C24 -6.3701 -0.7779 -4.9171
H16 -3.6893 -2.5458 -3.6703
H17 -2.5656 -1.3564 -5.4130
H18 -3.8632 -0.1529 -7.1195
H19 -6.2868 0.4457 -6.6478
H20 -7.4073 -0.6763 -4.7554
F5 4.0649 -3.7359 -2.0597
C25 5.0604 -2.9941 -2.4937
C26 6.3403 -3.2113 -2.0845
C27 7.2994 -2.2241 -2.4113
C28 6.9400 -1.1705 -3.2495
C29 5.6356 -1.0801 -3.8299
C30 4.7154 -2.0328 -3.4610
H21 6.5408 -4.1887 -1.6231
H22 8.2801 -2.2365 -1.9535
H23 7.6310 -0.3508 -3.5878
H24 5.3446 -0.2512 -4.4845
H25 3.7499 -1.9856 -3.9205
F6 0.2965 -1.1255 -4.0060
C31 0.0853 -0.6070 -2.7807
C32 -1.1929 -0.2071 -2.4855
C33 -1.4095 0.3285 -1.2495
C34 -0.3607 0.2854 -0.2893
C35 0.8953 -0.1156 -0.6789
C36 1.1336 -0.5696 -1.9431
H26 -1.9823 -0.2266 -3.2126
H27 -2.3426 0.7496 -1.0033
H28 -0.5316 0.6078 0.7601
H29 1.6732 -0.1048 0.0683
H30 2.0578 -0.9558 -2.3235
C37 0.9145 4.1520 -1.9443
C38 0.5329 2.8674 -2.6689
O1 -0.8955 2.9074 -2.7161
S1 -1.4141 4.3869 -3.0411
O2 -2.6225 4.6663 -2.3640
O3 -1.2659 4.7259 -4.4179
O4 -0.2083 5.0584 -2.2752
H31 1.8216 4.6967 -2.1994
H32 0.7715 3.8930 -0.9073
H33 0.8342 2.0396 -2.0578
H34 0.9178 2.7328 -3.7042
C39 3.1320 -1.2470 6.1767
C40 2.9453 -0.4438 4.9400
O5 1.5675 -0.0120 4.9648
S2 0.6940 -0.7727 5.9845
O6 -0.2433 -1.4998 5.2028
O7 0.1997 0.0914 6.9950
O8 1.8166 -1.8002 6.3570
H35 3.3785 -0.6541 7.0928
H36 3.7265 -2.1916 6.0422
H37 3.1091 -0.9341 4.0073
H38 3.5105 0.4810 4.7885
C41 4.4546 2.8917 0.2173
C42 3.5186 1.6958 0.3222
O9 3.6220 1.1218 -1.0524
S3 4.3831 1.9969 -2.0555
O10 3.7381 2.2754 -3.2867
O11 5.7327 1.5550 -2.1326
O12 4.2374 3.3393 -1.1949
H39 5.4760 2.5706 0.4290
H40 4.1468 3.7621 0.7984
H41 2.4532 1.9537 0.4810
H42 3.8255 0.9591 1.0125
C43 1.5910 -2.5599 1.8702
C44 1.9165 -3.9889 1.5626
O13 3.2964 -4.2371 1.8970
S4 4.0718 -2.8494 2.2222
O14 5.1314 -2.6559 1.2619
O15 4.3419 -2.8308 3.6671
O16 2.8523 -1.8663 1.8523
H43 1.2542 -2.4370 2.8650
H44 0.9034 -2.0445 1.1865
H45 1.7957 -4.2491 0.4579
H46 1.4235 -4.6493 2.1993
C45 -4.2122 -2.8105 0.8271
C46 -3.6760 -2.0694 -0.3548
O17 -2.6598 -2.9308 -0.9119
S5 -2.2972 -4.0684 0.1821
O18 -0.8864 -4.0735 0.2337
O19 -3.0222 -5.2458 -0.1197
O20 -2.9791 -3.3001 1.3674
H47 -4.7410 -3.7521 0.5861
H48 -4.6826 -2.2302 1.6289
H49 -3.3037 -1.0701 -0.1113
H50 -4.4788 -1.8282 -1.1106
C47 -0.2408 2.9259 3.4770
C48 0.1792 4.0987 4.3312
O21 1.6258 3.8820 4.5399
S6 2.2765 3.3674 3.1798
O22 3.3144 2.3824 3.3393
O23 2.5740 4.5024 2.3722
O24 1.0124 2.6254 2.5910
H51 -1.0173 3.1736 2.8177
H52 -0.5753 2.0245 4.0399
H53 -0.3606 4.0946 5.2548
H54 0.0219 5.0359 3.7946

Computed properties:
**Net charge**: 0
**Energy above the lowest of the compared OMol25 structures with the same formula, charge and spin**: 0.000 eV